[1]
Computed, not measured: 4 unconnected molecules or ions with the total composition C29H32ClN2O13 in a non-equilibrium geometry, with ωB97M-V/def2-TZVPD.

Geometry (Å):
C  -0.7677  -0.0288  -5.7068
C  0.5096  -0.6898  -6.2176
C  1.7492  -0.5406  -5.3433
Cl  2.0525  1.1520  -4.8552
C  1.8215  -1.3661  -4.0757
C  1.6022  -2.8722  -4.1482
N  1.6617  -3.1609  -2.6969
C  1.2923  -2.1574  -1.9713
C  1.3740  -2.2149  -0.4872
C  0.6190  -1.1776  0.3439
O  0.8875  -1.0959  1.5340
N  -0.3663  -0.3929  -0.2906
C  -0.5273  0.8885  0.3970
C  -1.6365  -1.1723  -0.3417
C  0.8816  -1.0525  -2.8830
H  -1.4422  0.1407  -6.5382
H  -1.2801  -0.6638  -4.9898
H  -0.5802  0.9337  -5.2469
H  0.7657  -0.2948  -7.1956
H  0.3258  -1.7534  -6.3579
H  2.6219  -0.8191  -5.9257
H  2.8345  -1.2642  -3.6810
H  2.3549  -3.4260  -4.6959
H  0.6143  -3.1558  -4.5048
H  2.0107  -4.0437  -2.3543
H  2.4280  -2.0733  -0.2405
H  1.1248  -3.2133  -0.1378
H  0.3789  1.4805  0.3288
H  -0.8117  0.7842  1.4380
H  -1.3067  1.4558  -0.1041
H  -2.2258  -0.9367  0.5382
H  -2.1778  -0.9273  -1.2476
H  -1.4121  -2.2348  -0.3179
H  0.8772  -0.0599  -2.4703
H  -0.1283  -1.3156  -3.2094
C  -0.1429  -1.4892  4.5677
C  -1.2863  -0.8303  4.3463
C  -2.2522  -0.5110  5.4485
O  -3.2663  0.0816  5.1285
C  -1.9304  -0.9376  6.7957
C  -0.7936  -1.6143  7.0208
C  0.1794  -1.9332  5.9140
O  1.1935  -2.5332  6.2082
O  -0.4367  -2.0510  8.2161
O  -1.6497  -0.4095  3.1345
H  0.5493  -1.7202  3.7736
H  -2.6363  -0.7098  7.5817
H  0.4222  -2.4991  8.1026
H  -2.4913  0.0813  3.2487
C  6.2621  0.7432  -0.0040
C  5.7193  -0.3751  -0.4997
C  5.0396  -0.4027  -1.8404
O  4.5480  -1.4639  -2.2073
C  4.9693  0.8195  -2.6075
C  5.5010  1.9479  -2.1119
C  6.1969  1.9763  -0.7748
O  6.6633  3.0338  -0.4102
O  5.4614  3.1040  -2.7432
O  5.7337  -1.5373  0.1440
H  6.7529  0.7740  0.9584
H  4.4698  0.7883  -3.5652
H  5.9243  3.7483  -2.1729
H  5.3064  -2.1824  -0.4455
C  -4.8273  2.7955  1.2046
C  -5.9829  3.4271  0.9568
C  -6.9471  3.7808  2.0572
O  -7.9621  4.3668  1.7384
C  -6.6115  3.3995  3.4155
C  -5.4579  2.7632  3.6695
C  -4.4812  2.4334  2.5652
O  -3.4387  1.8747  2.8609
O  -5.1182  2.3903  4.8944
O  -6.3676  3.7912  -0.2535
H  -4.1264  2.5439  0.4214
H  -7.3188  3.6437  4.1949
H  -4.2601  1.9280  4.8655
H  -7.2324  4.2321  -0.1423

Atoms 1-3, force components in eV/Å:
C 0.0758 -0.1787 -0.0884
C -0.0180 0.3524 0.1538
C -0.1868 -0.4244 0.0862

Results
HOMO energy: -11.184 eV
lowest unoccupied orbital energy: -3.962 eV
energy relative to the best compared isomer or geometry (same formula, charge and spin): 24.9 kJ/mol
gap between HOMO and LUMO: 0.265 Eh
net charge: +1

[2]
Computed, not measured: a molecular structure, C29H32CrN5S2Si, with ωB97M-V/def2-TZVPD.

Geometry (Å):
Cr  -0.2311  0.7182  0.2835
C  -2.1174  5.5569  -1.2183
S  -2.6800  4.9525  0.3781
C  -1.8535  3.4220  0.5291
S  -0.7571  2.8630  -0.6575
N  -2.1690  2.8063  1.6449
N  -1.5576  1.5970  1.7386
C  -1.6874  0.9792  2.8500
C  -1.0267  -0.3112  2.9897
C  -1.1886  -1.0840  4.1279
C  -0.6083  -2.3422  4.1707
C  0.1002  -2.7831  3.0706
C  0.2254  -1.9434  1.9730
N  -0.3053  -0.7257  1.9314
H  -2.6259  6.5104  -1.3570
H  -2.4014  4.8763  -2.0170
H  -1.0418  5.7129  -1.2315
H  -2.2789  1.3958  3.6594
H  -1.7784  -0.7086  4.9530
H  -0.7246  -2.9691  5.0447
H  0.5522  -3.7641  3.0400
H  0.7605  -2.2687  1.0945
N  1.2001  1.7536  1.5523
C  2.2695  0.8618  1.8587
C  2.4848  0.4276  3.1559
C  3.4697  -0.5172  3.4100
C  4.2325  -1.0131  2.3642
C  4.0101  -0.5628  1.0696
C  3.0270  0.3828  0.7904
C  2.7236  0.8329  -0.5882
C  3.7815  0.9810  -1.4911
C  3.5375  1.2525  -2.8239
C  2.2243  1.3662  -3.2618
C  1.1805  1.2415  -2.3608
C  1.3880  0.9862  -1.0019
H  0.8082  2.1746  2.3875
H  1.4810  2.4944  0.9132
H  1.8827  0.8262  3.9657
H  3.6367  -0.8620  4.4223
H  4.9960  -1.7563  2.5534
H  4.5915  -0.9686  0.2508
H  4.8018  0.8812  -1.1378
H  4.3610  1.3676  -3.5172
H  2.0155  1.5531  -4.3083
H  0.1630  1.3144  -2.7309
C  -3.2561  -1.5097  0.7666
Si  -2.7418  -0.7739  -0.8963
C  -3.6345  0.8682  -1.0617
C  -3.5576  -1.9050  -2.1600
N  -1.0029  -0.5976  -0.9963
C  -0.2166  -1.4234  -1.8160
C  1.0401  -1.8999  -1.4093
C  1.8391  -2.6838  -2.2243
C  1.4175  -3.0442  -3.4950
C  0.1917  -2.5671  -3.9337
C  -0.5993  -1.7691  -3.1223
H  -4.3029  -1.8216  0.7147
H  -3.1828  -0.7896  1.5812
H  -2.6602  -2.3897  1.0233
H  -4.6892  0.6572  -1.2650
H  -3.2405  1.4614  -1.8890
H  -3.5949  1.4828  -0.1617
H  -4.6081  -1.9627  -1.8579
H  -3.1539  -2.9182  -2.1763
H  -3.5385  -1.5124  -3.1762
H  1.4389  -1.5875  -0.4550
H  2.8084  -3.0023  -1.8579
H  2.0377  -3.6563  -4.1362
H  -0.1533  -2.7970  -4.9350
H  -1.5123  -1.3667  -3.5307

Atoms 1-3, force components in eV/Å:
Cr -0.2340 0.0108 -0.5296
C -0.0220 0.0369 -0.0607
S 0.0142 -0.0168 0.0181

Results
HOMO energy (spin up / spin down): -7.045 / -7.196 eV
lowest unoccupied orbital energy (spin up / spin down): -1.019 / -1.039 eV
energy relative to the best compared isomer or geometry (same formula, charge and spin): 45.9 kJ/mol
spin multiplicity: 2
gap between HOMO and LUMO (spin up / spin down): 0.221 / 0.226 Eh
⟨S²⟩: 0.76

[3]
Computed, not measured: a molecular structure, C29H32F6N3O8PS3Si2W, with ωB97M-V/def2-TZVPD.

Geometry (Å):
W  -0.5437  -0.1554  -0.3289
O  4.8875  3.2973  2.5439
C  4.8974  3.0135  1.1638
C  3.6932  2.1833  0.8289
C  3.5354  1.6316  -0.4355
C  2.4189  0.8833  -0.7193
N  1.4530  0.6598  0.1850
C  1.5869  1.2063  1.4066
C  2.6976  1.9516  1.7621
C  0.4816  0.9298  2.3289
C  0.3870  1.4906  3.5850
C  -0.6628  1.1287  4.4140
C  -0.8249  1.7582  5.7742
O  -0.0251  2.9029  5.9496
C  -1.5489  0.1612  3.9556
C  -1.4182  -0.3284  2.6780
N  -0.4403  0.0743  1.8527
H  5.6010  3.9079  2.7510
H  5.7969  2.4610  0.8700
H  4.8593  3.9294  0.5629
H  4.2777  1.7758  -1.2097
H  2.2809  0.4508  -1.6960
H  2.7962  2.3620  2.7541
H  1.1032  2.2217  3.9264
H  -0.5140  1.0349  6.5316
H  -1.8850  1.9663  5.9444
H  -0.4771  3.6678  5.5777
H  -2.3702  -0.1863  4.5682
H  -2.1224  -1.0431  2.2829
C  3.0919  -1.9038  0.3561
Si  1.2523  -2.2366  0.5331
C  0.9403  -2.4363  2.3688
C  0.9384  -3.9287  -0.2342
C  1.2662  -5.0992  0.4467
C  0.9989  -6.3434  -0.1111
C  0.3879  -6.4394  -1.3520
C  0.0509  -5.2847  -2.0434
C  0.3356  -4.0381  -1.4895
Si  0.0601  -2.4819  -2.4206
C  1.6047  -1.9122  -3.2565
C  -1.4826  -2.3785  -3.4084
H  3.5900  -2.7996  0.7403
H  3.4468  -1.0541  0.9413
H  3.4228  -1.7767  -0.6752
H  1.5451  -3.2861  2.6957
H  -0.0993  -2.6646  2.5989
H  1.2615  -1.5766  2.9573
H  1.7259  -5.0594  1.4271
H  1.2563  -7.2422  0.4340
H  0.1647  -7.4095  -1.7754
H  -0.4380  -5.3672  -3.0077
H  1.8538  -2.7220  -3.9549
H  2.4435  -1.8354  -2.5643
H  1.4963  -0.9895  -3.8181
H  -1.4074  -3.1927  -4.1410
H  -1.5757  -1.4370  -3.9456
H  -2.3773  -2.5504  -2.8116
O  -1.9540  2.6604  1.5998
S  -1.5250  3.0080  0.2742
O  -0.8609  4.2605  0.0900
O  -0.6483  1.9197  -0.3284
C  -2.9729  3.0353  -0.7793
C  -3.3930  4.2967  -1.1618
C  -4.5421  4.4597  -1.9292
C  -5.2842  3.3616  -2.3175
C  -4.8743  2.0882  -1.9468
C  -3.7258  1.9243  -1.1882
S  -3.2719  0.2561  -0.8852
O  -4.4114  -0.5767  -1.0171
O  -2.5501  0.1988  0.4236
O  -2.1223  -0.0856  -1.7975
H  -2.8052  5.1502  -0.8561
H  -4.8513  5.4548  -2.2189
H  -6.1802  3.4851  -2.9097
H  -5.4417  1.2167  -2.2416
F  0.2781  0.1859  -2.0639
P  0.2817  2.1480  -3.8940
F  -0.2671  0.8820  -4.6548
F  0.3293  3.1919  -5.0097
F  0.8302  2.9414  -2.6571
F  -1.1674  2.3654  -3.3299
F  1.7243  1.5061  -4.0281
S  -2.9228  -4.2440  0.3547
C  -2.0301  -2.9612  0.1614
N  -1.3164  -2.0199  0.0137

Atoms 1-3, force components in eV/Å:
W 0.0135 -0.3537 0.6377
O -0.0012 0.0028 -0.0017
C 0.0108 -0.0104 0.0034

Results
HOMO energy (spin up / spin down): -10.650 / -10.728 eV
lowest unoccupied orbital energy (spin up / spin down): -3.472 / -4.647 eV
energy relative to the best compared isomer or geometry (same formula, charge and spin): 112.0 kJ/mol
spin multiplicity: 2
gap between HOMO and LUMO (spin up / spin down): 0.264 / 0.223 Eh
net charge: +1
⟨S²⟩: 0.76